[1]
C22H19NO5S2 in the gas phase at a distorted geometry, computed with the ωB97M-V functional and the def2-TZVPD basis.

Output
- structure (SMILES) = COC1([C@@H](C)n2c3ccccc3c3ccccc32)S(=O)(=O)c2ccccc2S1(=O)=O
- HOMO (eV) = -7.99
- frontier orbital gap (eV) = 8.15
- E_tot (hartree) = -2076.98762
- ΔE to the lowest compared entry with this formula, charge and spin (eV) = 0.000

Each line ends with the Mulliken charge.
Atoms and positions in Å:
C1 -4.07182 0.74876 2.05042  -1.73
C2 -4.00672 -0.74560 1.81177  -0.45
N1 -2.62793 -1.16044 1.44094  0.90
C3 -2.31745 -1.91129 0.31161  0.84
C4 -3.13600 -2.40451 -0.69658  -0.85
C5 -2.53596 -3.14317 -1.72285  -0.79
C6 -1.15346 -3.41254 -1.72217  -0.72
C7 -0.32150 -2.91031 -0.71007  -0.38
C8 -0.91865 -2.15131 0.29641  0.10
C9 -0.37087 -1.51498 1.45316  0.33
C10 -1.45120 -0.87051 2.12978  0.33
C11 -1.21637 -0.17817 3.31411  -0.38
C12 0.08029 -0.23310 3.85364  -0.72
C13 1.12830 -0.91757 3.21176  -0.75
C14 0.91539 -1.52737 1.97246  -0.50
H1 -5.04387 1.09403 1.68317  0.43
H2 -3.99946 0.95633 3.11982  0.33
H3 -3.28631 1.25162 1.48151  0.37
H4 -4.58040 -0.95118 0.89262  0.40
H5 -4.20434 -2.21086 -0.67253  0.35
H6 -3.14566 -3.51417 -2.54867  0.39
H7 -0.71876 -4.00784 -2.52475  0.37
H8 0.75957 -3.07336 -0.67676  0.39
H9 -2.01689 0.37583 3.79309  0.43
H10 0.27353 0.27907 4.79988  0.41
H11 2.11319 -0.94577 3.68493  0.37
H12 1.70998 -2.01680 1.40029  0.39
C15 -2.80928 -3.10918 3.85658  -0.82
O1 -3.97063 -2.87531 2.97439  -0.38
C16 -4.61140 -1.65343 2.87821  0.29
S1 -6.44482 -1.94690 2.41024  1.33
O2 -6.83291 -0.80836 1.59110  -0.64
O3 -6.58008 -3.30195 1.91652  -0.67
C17 -7.47169 -1.76886 3.90958  0.31
C18 -6.84487 -1.16539 4.98149  0.27
C19 -7.53036 -0.93325 6.17293  -0.70
C20 -8.90319 -1.17323 6.22870  -0.56
C21 -9.55099 -1.75287 5.14050  -0.56
C22 -8.83683 -2.07581 3.97694  -0.54
S2 -5.03193 -0.97408 4.82561  1.46
O4 -4.54951 -2.01202 5.73136  -0.66
O5 -4.69011 0.41233 5.10972  -0.67
H13 -3.11652 -3.85823 4.59126  0.33
H14 -1.97833 -3.50689 3.26207  0.29
H15 -2.49778 -2.20706 4.38652  0.40
H16 -6.97744 -0.56166 7.03656  0.43
H17 -9.45602 -0.91607 7.13361  0.38
H18 -10.61663 -1.95982 5.18874  0.38
H19 -9.32250 -2.56221 3.13441  0.45

[2]
A molecular structure, C22H20Br3INO8PS2, computed with the ωB97M-V functional and the def2-TZVPD basis.

Output
- HOMO (eV) = -9.59
- frontier orbital gap (eV) = 8.18
- E_tot (hartree) = -10664.51949
- ΔE to the lowest compared entry with this formula, charge and spin (eV) = 0.000

Each line ends with the Mulliken charge.
Atoms and positions in Å:
N1 -6.84597 1.73898 -2.40129  -0.45
C1 -5.85417 1.28405 -2.77034  0.47
O1 -4.75266 0.73667 -3.20103  -0.55
C2 -3.94524 0.16552 -2.20328  -0.05
C3 -4.18163 -1.13620 -1.83909  -0.86
C4 -3.36466 -1.77121 -0.90876  0.94
P1 -3.83977 -3.50787 -0.61631  0.74
O2 -4.43716 -3.53204 0.85660  -0.46
O3 -2.44499 -4.29543 -0.40945  -0.50
S1 -4.98342 -4.26959 -1.95938  -0.42
C5 -2.27736 -1.08795 -0.32102  0.24
C6 -1.28896 -1.71670 0.63951  -1.02
C7 -1.83545 -2.32439 1.93774  -0.32
C8 -0.71869 -2.47404 2.99435  -0.93
S2 -1.19805 -1.70534 4.51053  1.19
O4 -1.09965 -0.28638 4.37266  -0.55
O5 -2.40422 -2.32275 4.95443  -0.61
O6 -0.06958 -2.21274 5.51411  -0.48
C9 -2.06315 0.24431 -0.72931  0.34
C10 -2.88798 0.87500 -1.67318  0.38
C11 -2.58967 2.27818 -2.12866  -0.15
O7 -3.46242 3.05109 -2.43842  -0.55
C12 -1.14425 2.61027 -2.16549  0.67
C13 -0.60857 3.49015 -3.09418  -0.96
C14 0.75252 3.73294 -3.08340  -0.92
C15 1.59493 3.13643 -2.14453  0.88
C16 3.07478 3.42601 -2.16722  -0.82
C17 3.98066 2.24410 -1.77729  -0.80
C18 4.32672 2.21179 -0.28793  -1.03
I1 6.27528 1.38590 0.07666  0.04
C19 1.03771 2.28749 -1.19617  -0.81
C20 -0.32058 2.01499 -1.21866  0.21
C21 -0.93476 1.10450 -0.20977  -0.32
O8 -0.55933 1.09661 0.93915  -0.54
H1 -4.99474 -1.68391 -2.29608  0.32
H2 -4.03159 -4.18143 1.44412  0.37
H3 -1.98716 -4.31678 -1.26093  0.36
H4 -0.55822 -0.97073 0.91734  0.70
H5 -0.75169 -2.50385 0.10033  0.30
H6 -2.19228 -3.32938 1.74216  -0.16
H7 -2.66034 -1.73449 2.33511  0.76
H8 -0.54373 -3.52312 3.23393  0.43
H9 0.23322 -2.06028 2.65689  0.56
H10 0.79676 -1.90858 5.20812  0.36
H11 -1.25333 3.96935 -3.81864  0.49
H12 1.18806 4.40393 -3.81422  0.43
H13 3.29784 4.29403 -1.54267  0.41
H14 3.33110 3.71302 -3.18910  0.42
H15 3.50389 1.30736 -2.06699  0.41
H16 4.90497 2.33476 -2.34590  0.55
H17 3.66929 1.57305 0.29415  0.36
H18 4.34746 3.20844 0.14178  0.44
H19 1.64386 1.81847 -0.43261  0.50
C22 8.25477 -1.29399 3.46124  -0.31
Br1 8.74640 -3.03438 4.11098  -0.03
Br2 9.25007 -0.82168 1.88339  -0.03
Br3 6.36344 -1.15355 3.15783  -0.01
H20 8.51169 -0.57861 4.22820  0.36

[3]
A molecular structure, C22H20Cl3F2NOSiW at a distorted geometry, computed with the ωB97M-V functional and the def2-TZVPD basis.

Output
- HOMO (spin up / spin down) (eV) = -15.01 / -15.05
- spin multiplicity = 3
- frontier orbital gap (spin up / spin down) (eV) = 6.47 / 6.05
- charge = +2
- E_tot (hartree) = -2916.77644
- expectation value of S² = 2.024

Each line ends with the Mulliken charge.
Atoms and positions in Å:
W1 -0.09142 0.70269 -0.74034  1.85
C1 -2.65356 -0.79352 -3.36620  -1.24
C2 -2.29419 -2.09511 -2.63883  0.94
C3 -1.66263 -3.09358 -3.60613  -1.70
C4 -1.47313 -1.86777 -1.38405  0.71
C5 -1.88418 -0.94958 -0.40371  -1.39
C6 -1.20935 -0.86925 0.84330  -1.23
C7 -0.16113 -1.73941 1.15685  1.42
C8 0.42278 -1.77412 2.52928  -1.74
C9 0.26989 -2.62264 0.15775  -1.02
C10 -0.35133 -2.66578 -1.07377  -0.36
H1 -3.17122 -1.02715 -4.29494  0.48
H2 -1.75471 -0.23030 -3.62763  0.26
H3 -3.32908 -0.16627 -2.78229  0.28
H4 -3.23567 -2.52602 -2.27755  0.33
H5 -0.70012 -2.73428 -3.98197  0.39
H6 -2.32147 -3.22348 -4.46294  0.42
H7 -1.52404 -4.07867 -3.15843  0.44
H8 -2.86516 -0.49781 -0.47963  0.70
H9 -1.67117 -0.31316 1.64570  0.60
H10 -0.04682 -2.58896 3.08959  0.44
H11 0.23565 -0.85015 3.07699  0.36
H12 1.49483 -1.97894 2.50554  0.35
H13 1.07904 -3.31235 0.37238  0.51
H14 -0.00196 -3.38418 -1.80224  0.49
F1 -2.55666 4.15397 2.73795  -0.30
C11 -1.48284 3.42625 2.47468  0.04
C12 -1.41194 2.75305 1.26715  -0.76
C13 -0.29160 1.97577 0.98286  0.24
C14 0.77682 1.91331 1.90309  0.40
C15 0.63995 2.60347 3.10511  0.55
F2 1.59630 2.53215 4.03225  -0.31
C16 -0.46858 3.36658 3.40884  -0.77
C17 1.93320 1.08279 1.53809  -0.34
C18 3.15122 1.06030 2.20624  -0.92
C19 4.16389 0.22946 1.76535  -0.71
C20 3.94334 -0.59019 0.66497  -1.05
C21 2.73358 -0.50765 0.02517  -0.39
N1 1.74010 0.31409 0.43297  0.89
H15 -2.25158 2.85108 0.59063  0.54
H16 -0.53324 3.90152 4.34744  0.56
H17 3.31074 1.69601 3.06085  0.67
H18 5.12003 0.22678 2.27336  0.50
H19 4.69893 -1.27287 0.30020  0.52
H20 2.53323 -1.11176 -0.84554  0.43
Cl1 2.86018 3.42329 -0.64291  -0.12
Si1 1.17332 2.78101 -1.48871  0.67
Cl2 1.03699 0.01086 -2.66796  -0.31
Cl3 0.67096 3.92367 -3.03275  -0.16
O1 -2.50565 2.27781 -2.08859  -0.23
C22 -1.68053 1.65902 -1.64748  0.04

[4]
A molecular structure, C22H20Cl5FNPmS3SbSi at a distorted geometry, computed with the ωB97M-V functional and the def2-TZVPD basis.

Output
- HOMO (spin up / spin down) (eV) = -0.53 / -0.52
- spin multiplicity = 6
- frontier orbital gap (spin up / spin down) (eV) = 4.30 / 3.88
- charge = -2
- E_tot (hartree) = -5638.71030
- expectation value of S² = 8.795

Each line ends with the Mulliken charge.
Atoms and positions in Å:
Pm1 8.86564 10.62744 9.91041  0.36
C1 5.11916 11.09980 12.25352  -1.06
Si1 6.87876 11.87846 12.55666  0.37
C2 7.98634 10.75352 13.56524  -0.66
C3 6.63397 13.43076 13.72266  -1.24
N1 7.54011 12.25965 11.00732  0.30
C4 6.96845 13.28804 10.23656  0.74
C5 5.63481 13.75468 10.47029  0.31
C6 5.04620 14.66436 9.58649  -0.97
C7 5.70759 15.08563 8.42460  -0.49
C8 6.99839 14.54705 8.11267  -0.76
C9 7.58486 13.71422 9.03430  0.00
F1 8.83094 13.21545 8.70709  -0.19
H1 4.74299 11.25785 11.22035  0.31
H2 4.43299 11.53181 13.00357  0.30
H3 5.30556 10.01530 12.45040  0.35
H4 7.26677 9.98133 13.89910  0.26
H5 8.50142 11.28643 14.34610  0.34
H6 8.70510 10.27365 12.96616  -0.11
H7 6.63047 13.03877 14.75968  0.34
H8 5.73647 13.91810 13.44954  0.38
H9 7.54585 14.08291 13.66577  0.26
H10 5.08644 13.45424 11.39780  0.13
H11 3.96332 14.92594 9.69554  0.26
H12 5.25698 15.69080 7.69386  0.39
H13 7.51966 14.75960 7.18539  0.38
S1 4.14641 7.94181 8.95980  -0.81
Sb1 6.44288 8.11570 8.71720  0.14
S2 7.45861 8.50457 10.98213  -0.58
S3 7.14742 10.18084 7.68818  -0.69
Cl1 10.77228 6.91654 11.29454  -0.15
C10 11.36348 8.56581 11.80879  0.00
C11 11.09109 9.66559 11.01132  -0.18
C12 11.49644 10.95750 11.26255  0.21
Cl2 11.41649 12.22907 9.95661  -0.18
C13 12.10587 11.20349 12.56273  -0.03
Cl3 12.75097 12.74572 12.92576  -0.24
C14 12.21917 10.14846 13.45125  0.40
Cl4 12.79299 10.55034 14.99540  -0.23
C15 11.99067 8.77148 13.06215  0.15
Cl5 12.54162 7.40912 14.02583  -0.22
C16 10.56113 9.85603 7.68370  -1.59
C17 10.23190 8.47740 7.50567  1.53
C18 11.08818 7.50205 8.14886  -0.93
C19 10.80744 6.15468 7.98792  -0.30
C20 9.89274 5.71101 7.02459  -0.50
C21 9.11974 6.59422 6.32355  -0.33
C22 9.25358 7.96352 6.57938  -0.67
H14 10.23378 10.63545 6.97357  0.38
H15 11.52651 10.00967 8.18317  0.54
H16 11.84365 7.85682 8.82705  0.48
H17 11.24232 5.44908 8.69843  0.37
H18 9.75724 4.65396 6.84958  0.33
H19 8.39518 6.37145 5.55222  0.39
H20 8.63237 8.67694 6.07749  0.41

[5]
C22H20ClN3O2 in the gas phase at a distorted geometry, computed with the ωB97M-V functional and the def2-TZVPD basis.

Output
- structure (SMILES) = CN1C(=O)[C@@H](Cc2ccc(-c3ccncc3)cc2)NC(=O)C2=C(Cl)CCC=C21
- HOMO (eV) = -8.81
- frontier orbital gap (eV) = 8.80
- E_tot (hartree) = -1625.26737
- ΔE to the lowest compared entry with this formula, charge and spin (eV) = 2.601

Each line ends with the Mulliken charge.
Atoms and positions in Å:
O1 -0.46073 2.61922 2.78601  -0.66
O2 -4.23617 0.15723 0.80612  -0.69
Cl1 1.65300 1.35494 4.49674  -0.17
N1 5.09989 0.13580 -5.81073  -0.64
C1 -0.70670 1.47557 2.39056  -0.47
C2 -3.09877 -0.09308 1.24761  0.24
C3 -0.64516 0.28223 3.30369  0.65
C4 -1.69733 -0.76959 3.14051  0.02
C5 -1.47113 -1.98983 3.68666  -0.60
C6 0.34930 0.15206 4.23696  0.47
C7 4.30443 1.19431 -5.90502  -0.33
C8 4.82251 -0.81707 -4.91095  -0.30
C9 3.12086 1.31542 -5.15859  -0.59
C10 3.66166 -0.74998 -4.06480  -0.51
C11 0.72360 -0.69475 -3.19928  -0.75
C12 1.31065 1.59076 -2.66793  -0.89
C13 -0.40224 -0.55634 -2.39488  -0.34
C14 0.12316 1.72302 -1.90491  -0.27
C15 2.79129 0.30316 -4.20723  0.37
C16 1.60060 0.41146 -3.36287  0.48
C17 -0.73297 0.61397 -1.75905  0.93
N2 -2.94293 -0.52462 2.56136  0.43
N3 -1.14228 1.43424 1.10554  0.04
C18 -4.11986 -0.43934 3.41680  -1.01
C19 -0.22039 -2.34052 4.42450  -0.78
C20 0.37064 -1.10226 5.11249  -0.66
C21 -2.03707 0.67976 -1.00225  -1.78
C22 -1.82437 0.31000 0.45768  0.17
H1 -2.27207 -2.70002 3.58495  0.47
H2 4.55772 1.94838 -6.60048  0.41
H3 5.51502 -1.65443 -4.75287  0.33
H4 2.48496 2.14407 -5.27026  0.52
H5 3.41682 -1.51169 -3.34407  0.48
H6 0.94996 -1.61926 -3.73888  0.48
H7 1.97004 2.46708 -2.76177  0.41
H8 -1.02822 -1.45169 -2.43460  0.34
H9 -0.13173 2.63109 -1.42159  0.43
H10 -1.12986 2.32439 0.64992  0.24
H11 -4.85300 -1.17986 3.04969  0.34
H12 -4.60845 0.55046 3.39482  0.32
H13 -3.96569 -0.69042 4.48028  0.33
H14 0.51657 -2.75812 3.74516  0.25
H15 -0.43531 -3.11071 5.16295  0.35
H16 1.40115 -1.33297 5.46555  0.37
H17 -0.21436 -0.83220 5.99584  0.30
H18 -2.45711 1.69654 -1.09841  0.51
H19 -2.74797 -0.02760 -1.44588  0.42
H20 -1.16195 -0.56878 0.51492  0.34

[6]
A molecular structure, C22H20F2IrN2S, computed with the ωB97M-V functional and the def2-TZVPD basis.

Output
- HOMO (eV) = -10.97
- frontier orbital gap (eV) = 7.11
- charge = +1
- E_tot (hartree) = -1661.84079
- ΔE to the lowest compared entry with this formula, charge and spin (eV) = 0.000

Each line ends with the Mulliken charge.
Atoms and positions in Å:
Ir1 0.63191 -1.58059 0.38236  0.78
F1 0.04813 1.56814 -3.88706  -0.35
C1 0.63088 1.36267 -2.69670  0.32
C2 0.28802 0.22891 -1.98349  -0.44
C3 0.91224 -0.00395 -0.77125  -0.19
C4 1.79966 0.94565 -0.22679  -0.03
C5 2.10587 2.06047 -0.99953  0.71
F2 2.96656 2.97671 -0.53538  -0.33
C6 1.55163 2.28608 -2.24322  -0.92
C7 2.20636 0.71126 1.16338  0.20
C8 3.01625 1.51693 1.95468  -0.77
C9 3.22345 1.17798 3.28005  -0.35
C10 2.61636 0.04533 3.80496  -0.83
C11 1.83228 -0.72176 2.97150  -0.09
N1 1.65083 -0.40333 1.68801  -0.15
H1 -0.48165 -0.42586 -2.36130  0.74
H2 1.80409 3.16491 -2.81822  0.54
H3 3.47015 2.39881 1.53425  0.54
H4 3.85025 1.80074 3.90360  0.46
H5 2.74103 -0.24052 4.83869  0.43
H6 1.32239 -1.60951 3.32122  0.43
S1 0.36077 -3.40077 -1.10249  -0.47
C12 0.61370 -2.72751 -2.69180  0.19
N2 -0.42301 -2.77368 -3.55583  0.03
C13 -0.38867 -2.28292 -4.81228  -0.22
C14 0.75976 -1.71376 -5.28300  -0.56
C15 1.87584 -1.67798 -4.44241  -0.36
C16 1.80703 -2.18647 -3.16266  -0.23
H7 -1.27967 -3.19303 -3.21084  0.27
H8 -1.29837 -2.37080 -5.38747  0.41
H9 0.79327 -1.31361 -6.28473  0.44
H10 2.80186 -1.24617 -4.79864  0.45
H11 2.66010 -2.16559 -2.50119  0.45
C17 -3.23368 -0.12749 3.71010  -1.55
C18 -2.94026 0.55895 2.36919  1.86
C19 -2.57269 2.02838 2.60997  -1.54
C20 -4.17642 0.47474 1.46297  -1.58
C21 -1.81003 -0.12117 1.71571  1.60
C22 -0.89212 -0.69141 1.17346  -2.28
H12 -4.07344 0.36731 4.20079  0.39
H13 -2.36779 -0.07359 4.37131  0.36
H14 -3.48964 -1.17693 3.56238  0.38
H15 -3.40568 2.54347 3.09133  0.40
H16 -2.35241 2.53308 1.66849  0.37
H17 -1.69732 2.10843 3.25620  0.35
H18 -5.02094 0.97513 1.94012  0.39
H19 -4.45041 -0.56407 1.27744  0.37
H20 -3.98649 0.95841 0.50414  0.36

E_tot of number 6 (C22H20F2IrN2S)? -1661.84079 hartree